1.
{
  "formula": "C9H15ClNO",
  "method": "the ωB97M-V functional and the def2-TZVPD basis",
  "symbols": ["H", "H", "Cl", "C", "H", "C", "C", "H", "C", "H", "H", "C", "N", "C", "H", "C", "H", "H", "H", "H", "H", "C", "O", "H", "C", "H", "H"],
  "positions_angstrom": [[0.51, -2.05, -2.11], [0.02, -1.01, 1.48], [-2.93, -0.09, 2.72], [1.60, 2.13, -2.29], [1.20, 1.65, -3.11], [-3.16, -1.16, 0.38], [0.85, 1.56, -1.14], [2.24, -0.55, -0.49], [-3.54, -1.33, 1.62], [2.63, 1.93, -2.28], [1.57, -0.33, 1.85], [0.38, 1.69, 0.06], [0.29, 0.30, -0.66], [1.10, -1.15, 1.25], [1.28, -2.13, 1.37], [0.66, -2.12, -1.00], [-4.35, -2.05, 1.76], [-0.55, -0.21, -0.97], [-0.29, -2.47, -0.63], [0.08, 3.27, 1.43], [-1.09, 1.95, 1.58], [1.18, -0.83, -0.26], [-2.68, -0.91, -0.64], [0.48, 1.73, 2.14], [-0.05, 2.14, 1.35], [1.17, -3.11, -1.07], [1.41, 3.15, -2.33]],
  "max_force_ev_per_a": 5.8,
  "homo_energy_ev": -12.35,
  "total_energy_ha": -941.70958,
  "total_charge": 1
}

---

2.
{
  "formula": "C40H80O20S10",
  "method": "the ωB97M-V functional and the def2-TZVPD basis",
  "symbols": ["C", "O", "H", "H", "C", "C", "C", "O", "C", "C", "H", "H", "S", "H", "H", "C", "H", "H", "H", "C", "S", "C", "C", "C", "H", "C", "O", "H", "O", "H", "H", "H", "C", "H", "C", "H", "H", "S", "O", "H", "H", "C", "H", "H", "O", "H", "H", "H", "H", "H", "C", "H", "H", "H", "H", "H", "C", "H", "H", "H", "C", "O", "H", "H", "H", "C", "C", "C", "C", "H", "H", "H", "S", "C", "H", "C", "C", "H", "C", "C", "C", "H", "C", "H", "C", "C", "H", "H", "O", "H", "C", "H", "H", "O", "H", "H", "H", "C", "H", "O", "O", "O", "H", "O", "H", "H", "S", "H", "C", "H", "S", "S", "H", "H", "H", "H", "C", "C", "H", "H", "H", "C", "H", "H", "O", "O", "O", "C", "H", "O", "S", "H", "H", "H", "H", "O", "H", "H", "H", "H", "H", "O", "S", "C", "H", "H", "O", "S", "H", "C"],
  "positions_angstrom": [[-3.65, -6.62, 0.52], [-5.33, -1.57, 5.93], [4.81, -0.50, -7.78], [3.03, 1.92, -0.31], [0.75, 10.96, -0.04], [4.90, -0.09, 5.21], [-1.35, 5.68, 8.05], [-6.47, -2.33, -2.91], [2.10, 0.38, -1.67], [-4.72, -8.43, 2.25], [-1.41, -4.27, -5.31], [3.75, 1.20, 7.39], [-3.30, -8.41, 1.04], [2.35, 2.48, -1.83], [-0.65, -4.52, -9.36], [-5.58, -7.21, 1.82], [-4.23, -8.22, 3.20], [-6.38, -6.90, 2.49], [-4.48, -0.71, -1.95], [5.69, 0.08, -8.07], [-6.04, -1.21, -3.78], [3.58, -7.30, -0.65], [0.42, 0.80, 0.60], [-6.44, 1.41, -3.66], [4.10, -7.38, 0.31], [0.30, 9.44, 0.09], [7.04, 0.64, 8.26], [-4.02, -5.94, 2.56], [6.04, -8.22, -3.51], [-2.00, -4.02, -7.53], [2.75, -6.60, -0.50], [-2.63, -6.23, 0.50], [-5.27, 1.16, -2.74], [-0.91, 5.75, 4.96], [2.46, 9.40, 1.43], [3.65, 1.99, -7.69], [-3.79, -0.43, -3.43], [2.13, 11.20, 1.20], [-3.62, -9.21, -0.14], [-5.40, 1.76, 4.72], [3.71, -10.10, -2.80], [-4.55, -6.11, 1.63], [-5.64, 1.17, -1.71], [-2.21, 5.07, 8.33], [1.81, -3.74, -5.58], [1.69, -3.93, -8.55], [5.20, 2.38, 7.66], [-0.37, 9.03, -0.67], [-0.36, 4.08, 6.71], [-0.44, -5.81, -5.65], [-0.79, -4.84, -6.01], [1.18, 2.80, 0.66], [4.46, -5.68, -1.96], [-0.58, 0.72, 0.17], [0.67, 6.17, 5.15], [2.12, -8.41, -1.82], [-5.53, 0.65, 7.42], [-5.98, -7.24, 0.81], [0.65, 5.21, 7.60], [-7.10, 2.26, -3.47], [4.87, 1.44, 5.61], [-1.98, -8.54, 1.65], [0.29, 0.86, 1.68], [3.54, 9.27, 1.32], [2.33, 8.75, -0.55], [-0.27, 5.12, 7.03], [-5.97, 0.84, 4.88], [-0.23, 6.04, 5.75], [1.00, 2.03, -0.10], [-0.29, -6.11, -8.87], [-7.76, 0.00, -2.57], [6.13, -1.73, 6.04], [4.68, -7.86, -3.15], [5.62, 1.46, -7.37], [2.84, -9.44, -0.59], [4.57, 2.36, -8.13], [-7.31, 0.11, -3.56], [-4.44, 1.84, -2.89], [4.87, 2.08, -9.67], [-4.73, -0.26, -2.91], [3.04, -8.60, -1.26], [-2.29, -5.71, -7.52], [4.61, -6.71, -1.64], [5.32, 1.53, -6.33], [6.04, -0.65, 5.99], [4.76, 1.52, 7.15], [5.08, -0.21, 4.14], [-7.71, 0.97, 7.75], [7.04, 0.46, -10.42], [3.90, 2.17, -10.16], [4.10, -9.27, -2.20], [1.55, -5.32, -7.74], [-6.10, 1.36, -4.69], [-1.77, 8.28, 8.57], [5.64, -6.85, -1.32], [3.00, -0.14, -1.99], [6.52, -0.57, -7.83], [0.93, -4.47, -7.99], [0.05, 11.79, 0.10], [5.03, -0.90, 8.60], [4.81, -0.53, -10.57], [2.20, -1.28, 0.51], [6.98, -0.23, 5.63], [1.60, 11.65, 2.45], [-5.41, -0.12, 8.18], [-0.87, 8.31, 5.52], [1.19, -0.62, -0.32], [-0.89, 5.69, 9.04], [-0.60, 7.49, 6.17], [-0.26, 9.42, 1.02], [5.70, 0.40, -9.89], [5.77, 0.11, 7.81], [-6.75, 2.36, 7.44], [-4.86, 1.47, 7.70], [1.25, 11.18, -0.99], [4.88, -9.50, -1.48], [-1.50, -4.97, -7.38], [-7.23, 1.24, 5.67], [-5.15, -9.42, 2.39], [3.94, 1.76, 5.13], [-8.11, 0.00, -4.29], [-0.41, -5.11, -8.47], [-6.03, 0.32, 3.93], [0.24, 2.43, -0.77], [0.15, -1.45, -0.95], [-3.45, 0.10, 5.71], [3.64, -7.60, -4.18], [2.23, 1.74, -1.03], [-7.89, 0.37, 5.65], [3.24, 11.83, 0.51], [-1.89, 7.32, 7.49], [5.65, 2.07, 5.20], [6.52, 2.04, -7.56], [3.93, -0.47, 5.51], [4.71, 3.43, -8.00], [0.05, -2.35, -6.66], [1.44, 0.59, -2.52], [2.20, 9.18, 2.46], [1.60, 7.59, 0.48], [0.30, 7.84, 6.68], [-7.67, 2.15, 5.27], [-5.67, -1.36, -5.19], [-4.91, -0.18, 5.92], [1.68, 8.67, 0.32], [5.40, 2.87, -10.19], [-4.91, -5.17, 1.23], [-3.16, 7.17, 6.82], [0.61, -3.64, -6.41], [-4.04, -6.58, -0.50], [-6.87, 1.32, 7.14]],
  "max_force_ev_per_a": 3.4,
  "smiles": "O=S1(=O)CCCC1.O=S1(=O)CCCC1.O=S1(=O)CCCC1.O=S1(=O)CCCC1.O=S1(=O)CCCC1.O=S1(=O)CCCC1.O=S1(=O)CCCC1.O=S1(=O)CCCC1.O=S1(=O)CCCC1.O=S1(=O)CCCC1",
  "homo_energy_ev": -9.86,
  "total_energy_ha": -7058.40670
}

---

3.
{
  "formula": "C3HBr2NO",
  "method": "the ωB97M-V functional and the def2-TZVPD basis",
  "symbols": ["Br", "Br", "C", "N", "H", "O", "C", "C"],
  "positions_angstrom": [[0.44, -1.02, -1.77], [-1.41, 1.54, -1.36], [-0.30, 0.32, -0.56], [0.16, 0.43, 1.55], [1.88, 0.49, 0.21], [-0.93, -2.23, 0.73], [0.81, 0.72, 0.39], [-0.65, -0.27, 0.80]],
  "max_force_ev_per_a": 5.1,
  "homo_energy_ev": [-9.42, -9.84],
  "total_energy_ha": -5392.61140
}

---

4.
{
  "formula": "C3H7OS",
  "method": "the ωB97M-V functional and the def2-TZVPD basis",
  "symbols": ["H", "C", "H", "H", "C", "H", "C", "H", "H", "S", "H", "O"],
  "positions_angstrom": [[1.37, -1.03, 0.42], [0.43, -0.56, 0.20], [-1.33, 0.45, 0.95], [0.06, 0.04, -1.87], [-0.25, 0.35, 0.98], [4.11, 0.86, -0.71], [-0.31, -0.23, -0.89], [-3.81, -0.13, 0.15], [-1.42, -0.24, -0.74], [3.82, -0.30, -0.09], [0.19, 1.10, 1.64], [-2.87, -0.29, -0.05]],
  "max_force_ev_per_a": 1.4,
  "homo_energy_ev": -3.31,
  "total_energy_ha": -591.77934,
  "total_charge": -1
}

---

5.
{
  "formula": "C17H44BrO10PS6",
  "method": "the ωB97M-V functional and the def2-TZVPD basis",
  "symbols": ["O", "O", "H", "C", "Br", "O", "H", "H", "H", "S", "S", "H", "H", "H", "H", "O", "O", "H", "C", "H", "O", "C", "H", "H", "C", "H", "C", "C", "H", "C", "H", "C", "H", "H", "C", "H", "O", "H", "C", "H", "H", "C", "H", "C", "O", "S", "H", "C", "H", "C", "O", "C", "H", "H", "O", "S", "H", "H", "H", "C", "H", "H", "H", "H", "H", "H", "S", "H", "H", "P", "S", "H", "H", "H", "H", "H", "C", "H", "H"],
  "positions_angstrom": [[-3.62, 9.23, -2.96], [-1.84, 0.47, -2.88], [1.44, -4.22, 0.44], [1.74, -1.04, -2.29], [-1.70, -4.96, 1.75], [-0.36, 5.39, -1.26], [-3.44, 12.46, -1.48], [0.68, 0.87, -2.04], [1.76, -8.54, -0.81], [0.87, -7.51, 4.17], [0.44, 4.16, 3.14], [2.85, -8.36, 5.21], [1.12, 4.48, 0.86], [-1.91, -3.20, -0.41], [3.28, -6.74, -2.86], [-2.01, -0.89, 1.03], [-0.83, -1.15, -4.43], [2.05, -6.57, -4.15], [0.42, 4.97, 1.54], [-3.82, 12.13, -3.18], [1.67, -7.08, 2.99], [-1.80, 3.42, -2.29], [2.77, 3.94, 2.66], [-2.41, 7.03, -2.59], [2.30, -7.07, -3.21], [2.43, 3.90, 4.41], [1.85, -8.75, 5.03], [-2.90, 9.84, -0.49], [-1.87, 9.85, -0.84], [2.19, 4.39, 3.46], [1.90, -9.63, 4.40], [1.06, -6.22, 5.41], [2.79, -7.11, -0.44], [1.76, -1.81, -0.26], [0.78, 0.07, -2.77], [1.16, -7.25, 0.27], [0.25, 2.70, 2.87], [-3.06, 10.58, 0.29], [0.98, -3.98, 1.40], [0.69, 6.02, 1.67], [1.44, -3.01, -1.47], [-0.29, -1.85, -0.84], [-0.40, -3.97, -0.84], [-0.83, -3.17, -0.24], [0.53, -0.69, 1.34], [1.05, -6.60, -2.00], [0.51, -0.02, 2.05], [-2.38, 5.98, -2.88], [-0.70, -2.70, 1.91], [-3.29, 11.76, -2.30], [-1.07, -1.76, -2.09], [1.20, -1.98, -1.17], [0.56, -5.33, 5.03], [-1.43, 2.69, -1.57], [1.26, -5.15, -1.73], [-0.86, -0.56, -3.12], [1.10, 0.48, -3.73], [-1.89, -0.83, 1.99], [-2.82, 3.15, -2.57], [1.77, -7.47, -0.61], [2.63, -0.53, -1.92], [2.41, 5.45, 3.54], [2.05, -1.61, -3.16], [1.56, -3.19, 1.88], [-3.15, 8.85, -0.10], [-3.38, 5.65, -3.14], [-4.00, 10.17, -1.87], [-0.58, 4.90, 1.14], [2.28, -8.15, -3.35], [-0.66, -0.34, 0.25], [-1.80, 5.02, -1.48], [1.36, -9.00, 5.98], [2.12, -6.01, 5.56], [0.60, -6.54, 6.34], [-1.15, 3.44, -3.16], [-1.69, 5.85, -3.72], [-0.47, -3.49, 1.21], [1.02, -4.86, 2.03], [-2.23, 11.64, -2.52]],
  "max_force_ev_per_a": 1.2,
  "homo_energy_ev": -8.45,
  "total_energy_ha": -6730.90756
}

---

6.
{
  "formula": "C12H44B2InO11",
  "method": "the ωB97M-V functional and the def2-TZVPD basis",
  "symbols": ["H", "H", "H", "C", "C", "H", "H", "H", "B", "H", "H", "H", "O", "H", "B", "H", "H", "C", "O", "H", "O", "H", "H", "H", "O", "H", "C", "C", "H", "H", "C", "C", "H", "H", "O", "O", "H", "O", "O", "C", "H", "H", "O", "C", "H", "C", "H", "H", "H", "H", "H", "H", "H", "In", "H", "H", "H", "H", "O", "H", "H", "H", "H", "H", "H", "C", "C", "O", "H", "H"],
  "positions_angstrom": [[0.16, -20.65, 28.44], [-1.68, -17.18, 25.44], [-1.33, -15.19, 30.02], [0.17, -19.80, 29.12], [-2.16, -13.96, 31.58], [-1.90, -13.57, 29.44], [2.13, -14.36, 32.77], [-2.48, -14.73, 27.10], [5.28, -14.98, 28.68], [0.01, -14.82, 27.03], [0.40, -11.29, 28.40], [4.81, -10.57, 24.01], [0.79, -17.96, 27.76], [1.44, -10.49, 29.22], [1.54, -14.99, 28.33], [3.31, -15.40, 33.36], [4.64, -15.07, 29.55], [-2.32, -16.30, 25.49], [3.20, -15.19, 31.31], [5.98, -14.16, 28.74], [-0.16, -13.46, 30.38], [2.12, -13.55, 24.14], [1.58, -10.99, 26.06], [0.65, -15.74, 31.82], [2.35, -12.20, 28.48], [-0.16, -17.71, 29.49], [2.55, -15.35, 32.58], [3.42, -11.83, 23.96], [-0.49, -19.99, 29.97], [2.85, -8.94, 26.33], [-1.41, -14.12, 30.24], [3.04, -13.23, 24.62], [2.52, -14.69, 28.67], [1.16, -18.25, 32.01], [2.76, -13.08, 25.99], [1.54, -17.46, 31.62], [3.78, -13.98, 24.33], [4.42, -11.17, 24.65], [-0.62, -14.79, 26.31], [1.47, -11.10, 28.31], [2.40, -13.90, 26.35], [-1.53, -16.24, 27.44], [1.36, -19.70, 29.86], [-1.84, -15.51, 26.69], [-2.77, -13.06, 31.68], [-0.16, -18.41, 28.66], [-2.78, -14.82, 31.84], [5.85, -15.89, 28.66], [4.70, -14.85, 27.78], [0.89, -14.12, 28.36], [1.60, -15.28, 27.30], [0.93, -9.58, 26.84], [2.65, -11.05, 23.94], [3.42, -17.42, 29.20], [0.69, -16.54, 33.31], [-1.39, -15.09, 24.53], [1.36, -20.34, 30.58], [-1.46, -13.86, 32.41], [2.92, -9.70, 26.91], [1.19, -15.83, 28.91], [-1.13, -18.50, 28.17], [1.87, -13.03, 28.60], [3.83, -14.46, 31.30], [0.45, -13.82, 29.74], [-3.28, -16.76, 25.73], [1.31, -16.35, 32.44], [1.72, -10.33, 26.92], [-2.25, -15.48, 24.33], [0.74, -18.47, 26.95], [3.56, -12.02, 22.89]],
  "max_force_ev_per_a": 5.4,
  "homo_energy_ev": -11.82,
  "total_energy_ha": -1550.16997,
  "total_charge": 1
}

---

7.
{
  "formula": "H18O9",
  "method": "the ωB97M-V functional and the def2-TZVPD basis",
  "symbols": ["H", "H", "O", "H", "O", "O", "O", "H", "H", "H", "H", "H", "H", "O", "H", "H", "H", "H", "O", "H", "H", "H", "H", "O", "O", "O", "H"],
  "positions_angstrom": [[1.77, 1.66, 0.85], [0.32, 2.07, 2.20], [2.21, 1.98, 0.10], [2.61, 2.83, 0.47], [-0.77, 1.73, -0.69], [-0.05, -1.69, -2.74], [-0.32, -2.15, 3.24], [1.72, 1.30, -3.14], [-0.38, 0.98, -0.33], [0.42, -1.06, 0.21], [-0.71, 0.22, 1.55], [-1.98, -1.06, -0.23], [-1.41, 1.43, -1.36], [-1.46, -0.39, 1.32], [-0.73, -1.50, 2.71], [-0.42, -1.89, 4.18], [0.11, -2.62, -2.70], [0.49, 1.02, 3.10], [1.20, 0.76, -3.72], [0.16, -1.41, -1.88], [-2.20, -0.05, 1.85], [1.20, -0.12, -3.35], [1.44, -0.17, -0.56], [-2.34, -1.51, -0.99], [0.66, 1.15, 2.16], [0.55, -0.52, -0.56], [-2.09, -0.95, -1.71]],
  "max_force_ev_per_a": 3.5,
  "smiles": "O.O.O.O.O.O.O.O.O",
  "homo_energy_ev": -10.37,
  "total_energy_ha": -687.91813
}

---

8.
{
  "formula": "C23H19N13O4Pm",
  "method": "the ωB97M-V functional and the def2-TZVPD basis",
  "symbols": ["N", "N", "H", "C", "H", "C", "C", "C", "C", "C", "N", "H", "H", "C", "N", "H", "O", "C", "H", "N", "C", "N", "C", "N", "C", "H", "N", "C", "C", "H", "Pm", "H", "H", "H", "N", "N", "C", "H", "C", "C", "C", "C", "N", "C", "N", "C", "H", "O", "H", "H", "H", "C", "C", "H", "C", "H", "O", "O", "H", "N"],
  "positions_angstrom": [[-1.15, 0.18, 1.58], [0.31, 2.14, 4.97], [4.20, -0.89, 0.60], [0.55, -2.34, -1.92], [-2.95, -2.07, 3.29], [2.45, -1.56, -0.40], [2.94, 1.65, -2.19], [1.95, -2.34, -1.48], [-1.86, -0.93, 1.86], [4.21, -3.08, -2.00], [2.63, 3.27, 2.00], [-3.16, -1.76, -4.13], [0.29, -2.97, -2.78], [3.84, -1.53, -0.19], [-0.36, -1.61, -1.40], [4.88, -3.66, -2.61], [2.57, 2.08, 4.27], [-2.12, -0.28, 4.15], [0.56, 2.90, 5.59], [1.66, 1.32, -2.29], [-2.27, -0.52, -1.89], [-1.64, -1.66, -2.00], [-4.64, 0.23, -1.83], [3.41, 2.62, -1.31], [-5.92, 0.26, -2.35], [-2.50, -0.43, 5.15], [1.53, 2.73, 1.62], [-1.00, 1.88, 4.86], [4.70, -2.27, -0.97], [-2.01, -1.61, 1.03], [0.30, 0.50, -0.60], [2.58, 2.37, 3.32], [-0.36, 1.93, 2.31], [-6.69, 0.83, -1.85], [1.61, 2.40, 0.30], [1.64, 0.32, -3.21], [-5.22, -1.14, -4.17], [-5.45, -1.67, -5.09], [-3.94, -1.19, -3.64], [2.86, -3.09, -2.24], [-1.35, 0.84, 3.86], [-3.65, -0.51, -2.47], [3.71, 0.96, -3.02], [-2.37, -1.18, 3.12], [2.84, 0.13, -3.64], [1.43, 1.31, 4.49], [4.41, 2.75, -1.32], [1.65, -0.87, 0.39], [1.13, 0.79, 3.58], [-4.39, 0.78, -0.94], [5.76, -2.20, -0.79], [2.85, 2.77, -0.04], [-6.22, -0.42, -3.52], [1.68, 0.57, 5.26], [-0.94, 1.04, 2.56], [2.47, -3.68, -3.06], [-1.87, 2.46, 5.49], [-1.85, 0.58, -1.36], [-7.22, -0.39, -3.94], [3.51, 3.31, 0.98]],
  "s2": 6.0047,
  "spin_multiplicity": 5,
  "max_force_ev_per_a": 1.7,
  "homo_energy_ev": [-5.57, -5.59],
  "total_energy_ha": -2509.23107,
  "total_charge": -1
}

---

Question: Which formula does entry 7 have?
Answer: H18O9

---

Question: What is the formula in the second record?
Answer: C40H80O20S10